The following is a quantum chemistry calculation of a 2-piece molecular cluster, C2H3Cl2NSi overall at a distorted geometry, from the Open Molecules 2025 dataset.

The geometry in XYZ format:
```
9
Properties=species:S:1:pos:R:3
C -0.2472 -1.6003 -1.3565
C -1.0878 -1.7887 -0.2689
N 0.4561 -1.4226 -2.2365
Si -1.8259 -0.2946 0.5625
Cl -3.6578 -0.6760 1.1374
Cl -1.9687 1.0853 -0.8777
H -1.1256 -2.7771 -0.0180
H -2.9822 -2.2641 -0.9954
H -1.0404 0.1789 1.6812
```

Summary:
- <S²>: 2.016
- Frontier orbital gap (alpha / beta): 9.6 / 8.6 eV
- Charge: 0
- Largest force on an atom: 3.3 eV/A
- 2S+1: 3
- ΔE to the lowest compared entry with this formula, charge and spin: 0.0 kcal/mol
- Total energy: -36532.7195 eV